[1]
Below is C31H34AsN7O5RbS as an isolated structure, with properties calculated with wB97M-V/def2-TZVPD.

Positions of all 80 atoms, in Å:
Rb -0.439 -1.103 1.053
O 4.265 -2.579 1.405
C 3.059 -2.266 1.556
N 2.087 -2.315 0.668
C 2.568 -2.808 -0.589
C 1.518 -2.945 -1.671
C 1.915 -3.489 -2.902
C 1.003 -3.620 -3.925
C -0.310 -3.204 -3.710
C -0.616 -2.675 -2.473
N 0.264 -2.543 -1.474
C 2.693 -1.773 2.962
C 3.643 -1.930 3.971
C 3.351 -1.493 5.250
C 2.120 -0.902 5.499
C 1.239 -0.780 4.438
N 1.513 -1.196 3.201
H 3.057 -3.791 -0.496
H 3.366 -2.173 -1.010
H 2.945 -3.800 -3.030
H 1.303 -4.040 -4.878
H -1.071 -3.284 -4.475
H -1.623 -2.321 -2.260
H 4.584 -2.389 3.705
H 4.077 -1.614 6.045
H 1.843 -0.546 6.483
H 0.263 -0.326 4.583
C 2.293 2.979 2.082
C 0.975 2.538 2.615
N 0.032 1.936 1.928
C -0.995 1.701 2.820
C -0.654 2.183 4.059
N 0.601 2.716 3.901
C -1.220 2.190 5.435
O -2.362 1.579 5.624
O -0.595 2.744 6.320
C -2.241 0.940 2.437
O -3.035 0.627 3.371
O -2.361 0.619 1.246
H 2.525 2.418 1.179
H 3.089 2.797 2.805
H 2.287 4.043 1.835
H 1.117 3.116 4.669
H -2.684 1.130 4.740
C -4.611 -4.018 -1.745
N -4.503 -2.778 -1.012
C -4.420 -1.506 -1.576
C -4.260 -0.640 -0.560
N -4.261 -1.375 0.607
C -4.374 -2.702 0.342
S -4.339 -3.973 1.442
H -5.242 -3.863 -2.619
H -5.055 -4.763 -1.088
H -3.626 -4.375 -2.052
H -4.469 -1.354 -2.640
H -4.111 0.423 -0.535
H -4.012 -1.006 1.516
C -1.409 0.855 -3.651
As -0.942 0.796 -1.747
C -1.505 2.612 -1.287
C 1.017 1.065 -1.872
C 1.476 2.269 -2.622
C 1.619 3.494 -1.969
C 2.017 4.630 -2.658
C 2.280 4.564 -4.020
C 2.141 3.352 -4.682
C 1.743 2.217 -3.990
H -1.015 1.740 -4.151
H -2.498 0.861 -3.725
H -1.034 -0.042 -4.147
H -1.106 3.350 -1.983
H -1.177 2.817 -0.269
H -2.595 2.636 -1.310
H 1.408 0.141 -2.303
H 1.358 1.100 -0.835
H 1.407 3.548 -0.906
H 2.124 5.569 -2.129
H 2.594 5.449 -4.560
H 2.348 3.286 -5.744
H 1.645 1.271 -4.512

Force components x, y, z for each atom (eV/Å):
0.450 -0.786 -0.082
-0.087 -0.040 -0.098
0.143 0.061 0.157
0.172 0.053 0.133
-0.090 -0.045 -0.221
0.034 0.019 -0.007
-0.007 0.000 0.003
-0.003 0.004 0.013
0.015 0.010 0.014
-0.033 0.003 0.049
0.078 -0.011 -0.004
-0.001 0.028 -0.128
-0.046 0.027 0.024
0.083 -0.040 -0.025
-0.039 0.018 0.006
0.066 -0.012 -0.032
-0.067 -0.044 0.024
-0.004 -0.001 0.063
0.000 0.023 0.051
-0.018 0.002 0.000
-0.014 0.001 -0.005
0.027 -0.008 -0.007
0.021 -0.007 0.002
0.004 -0.003 0.005
-0.018 0.013 0.015
0.002 -0.003 -0.020
0.015 -0.010 0.012
0.041 -0.029 -0.003
0.119 0.011 0.026
-0.228 -0.117 0.049
-0.128 -0.028 0.059
0.214 0.018 0.060
-0.107 -0.013 -0.012
-0.112 -0.037 -0.022
0.036 -0.146 -0.253
-0.035 -0.012 -0.019
0.076 0.193 0.198
0.039 0.063 0.043
-0.616 0.547 0.060
-0.033 -0.009 -0.009
-0.019 0.016 0.003
-0.003 -0.002 0.011
0.013 0.003 -0.002
0.064 0.237 0.042
0.017 0.044 0.045
0.009 -0.017 -0.011
-0.035 -0.169 0.040
0.024 0.192 0.167
0.113 -0.206 -0.181
-0.049 -0.057 0.101
0.003 0.093 -0.109
0.023 -0.017 -0.015
-0.017 -0.004 -0.001
-0.005 -0.004 -0.032
-0.022 0.021 0.045
0.002 -0.015 -0.049
-0.030 0.116 -0.047
0.059 0.052 -0.090
-0.200 0.058 -0.003
0.004 -0.074 -0.045
0.154 -0.018 0.036
-0.045 -0.009 0.034
0.005 0.010 -0.037
0.002 -0.009 0.012
0.003 0.027 -0.007
-0.006 -0.046 -0.004
0.008 0.036 0.002
0.009 -0.004 0.008
0.001 -0.001 -0.009
-0.001 0.007 0.000
-0.010 0.024 0.006
-0.006 0.004 -0.011
0.003 0.021 0.011
0.008 0.007 -0.037
-0.021 -0.002 0.006
0.007 0.004 -0.008
-0.003 -0.015 -0.013
-0.007 -0.016 0.008
0.001 0.011 0.009
0.001 0.006 0.009

The total charge is -1. As for the energy above the lowest of the compared OMol25 structures with the same formula, charge and spin: 0.223 eV.

[2]
Below is C33H53N4O2P2Pd as an isolated structure in a non-equilibrium geometry, with properties calculated with wB97M-V/def2-TZVPD.

Positions of all 95 atoms, in Å:
C 2.111 1.959 -0.755
C 0.012 2.581 -1.634
C 2.769 2.905 -1.550
C 0.628 3.665 -2.333
C 2.003 3.802 -2.304
H 3.852 2.953 -1.514
H -0.022 4.320 -2.909
H 2.489 4.595 -2.872
N 0.791 1.819 -0.807
P 1.823 0.723 1.699
P -2.042 0.709 -1.228
C 2.859 1.034 0.201
H 3.049 0.067 -0.288
H 3.838 1.451 0.451
C -1.345 2.227 -1.800
H -1.940 2.886 -2.434
C -2.036 -0.309 -2.880
C -3.868 1.068 -0.771
C 2.555 -0.812 2.521
C 2.179 2.309 2.687
C -2.138 -1.794 -2.506
H -3.086 -2.025 -2.005
H -2.087 -2.394 -3.427
H -1.323 -2.106 -1.847
C -3.180 0.064 -3.832
H -4.175 -0.168 -3.442
H -3.132 1.120 -4.127
H -3.052 -0.527 -4.752
C -0.746 -0.021 -3.659
H -0.689 -0.705 -4.522
H -0.728 1.010 -4.036
H 0.151 -0.174 -3.056
C -4.650 -0.256 -0.720
H -4.161 -0.972 -0.044
H -5.655 -0.042 -0.325
H -4.784 -0.719 -1.703
C -3.942 1.703 0.623
H -3.594 1.020 1.402
H -3.382 2.643 0.675
H -4.997 1.938 0.832
C -4.525 2.064 -1.731
H -4.586 1.714 -2.764
H -5.559 2.218 -1.387
H -4.015 3.034 -1.710
C 1.662 2.146 4.127
H 1.769 3.119 4.632
H 0.598 1.874 4.160
H 2.248 1.417 4.703
C 1.445 3.496 2.036
H 1.870 3.750 1.058
H 0.372 3.315 1.926
H 1.575 4.370 2.694
C 3.671 2.675 2.727
H 3.771 3.581 3.343
H 4.293 1.900 3.185
H 4.070 2.914 1.734
C 2.595 -1.970 1.512
H 3.244 -1.753 0.654
H 3.008 -2.858 2.018
H 1.597 -2.222 1.137
C 1.662 -1.227 3.705
H 0.616 -1.396 3.412
H 2.058 -2.170 4.113
H 1.673 -0.491 4.518
C 3.984 -0.554 3.017
H 4.630 -0.135 2.233
H 4.012 0.091 3.905
H 4.419 -1.521 3.314
Pd -0.343 0.345 0.577
C -1.052 1.375 1.956
O -1.572 1.976 2.807
N 0.462 -1.027 -0.651
C 1.105 -1.462 -1.542
C 1.836 -2.341 -2.391
C 2.033 -3.677 -1.987
C 2.351 -1.891 -3.626
C 2.712 -4.558 -2.832
H 1.644 -4.003 -1.017
C 3.019 -2.790 -4.460
H 2.218 -0.843 -3.910
C 3.187 -4.123 -4.073
H 2.866 -5.588 -2.513
H 3.410 -2.444 -5.418
H 3.699 -4.820 -4.737
C -3.392 -3.938 1.961
N -2.959 -3.039 3.006
C -2.328 -1.875 2.718
N -1.825 -1.203 3.823
O -2.174 -1.459 1.549
H -2.532 -4.364 1.421
H -4.036 -3.408 1.246
H -3.963 -4.750 2.419
H -3.005 -3.332 3.975
H -1.661 -0.211 3.702
H -2.218 -1.476 4.716

Force components x, y, z for each atom (eV/Å):
0.201 -0.353 0.146
0.376 0.355 -0.003
-0.218 0.133 0.112
-0.598 -0.556 0.121
0.230 -0.070 0.023
-0.148 0.107 -0.081
0.281 -0.038 0.020
-0.127 -0.203 0.155
-0.468 -0.215 0.259
3.273 0.801 0.665
-2.101 0.369 -2.430
-0.431 -0.052 -0.672
-0.100 0.264 0.008
-0.242 -0.109 0.097
0.581 1.099 0.103
0.019 -0.230 0.060
0.330 -0.602 0.036
-0.422 -0.245 0.839
-0.376 -0.576 0.246
-0.535 0.198 0.367
-0.082 -0.197 -0.014
0.271 0.023 -0.160
-0.032 0.156 0.240
-0.228 -0.040 -0.140
-0.368 0.252 0.003
0.304 0.078 -0.176
-0.073 -0.226 0.021
0.094 0.076 0.296
0.199 0.073 0.046
-0.082 0.224 0.308
-0.002 -0.266 0.001
-0.112 0.141 -0.172
0.117 -0.196 -0.032
-0.167 0.127 -0.142
0.299 -0.015 -0.077
0.021 0.115 0.323
0.100 0.035 0.186
-0.086 0.020 -0.091
-0.054 -0.062 0.017
0.366 -0.071 -0.052
0.216 0.208 -0.589
-0.007 0.172 0.312
0.312 -0.057 0.031
-0.223 -0.100 0.007
0.046 0.082 0.165
-0.075 -0.324 -0.125
0.291 0.022 0.102
-0.209 0.248 -0.183
-0.050 -0.005 -0.072
-0.122 0.012 0.195
0.207 0.232 -0.013
-0.077 -0.262 -0.254
0.347 -0.183 -0.029
-0.104 -0.231 -0.174
-0.148 0.346 -0.155
-0.063 0.044 0.279
-0.075 -0.021 -0.180
-0.066 -0.116 0.168
-0.148 0.328 -0.127
0.179 -0.040 0.162
-0.100 -0.017 0.124
0.301 -0.031 0.021
-0.138 0.264 -0.114
-0.003 -0.249 -0.232
0.313 0.267 0.074
-0.089 -0.117 0.249
-0.022 -0.207 -0.316
-0.207 0.205 -0.119
0.357 -1.435 -0.681
-4.039 4.030 5.095
2.224 -2.256 -3.144
2.168 -1.684 -3.224
-1.245 -0.437 2.606
0.405 0.202 -0.754
-0.046 -0.185 0.056
0.086 -0.124 -0.058
-0.215 0.242 0.311
0.166 0.009 -0.397
-0.164 0.391 0.128
0.089 -0.428 -0.036
-0.086 0.171 0.185
-0.061 0.265 -0.111
-0.125 -0.119 0.290
-0.135 0.194 0.205
-0.196 -0.364 -0.446
0.573 0.975 -0.064
-0.107 -0.406 0.868
-0.331 -0.116 -0.551
0.486 0.357 -0.013
-0.290 0.108 0.150
0.184 -0.214 0.231
0.117 0.181 -0.155
-0.050 0.002 -0.353
-0.249 -0.435 0.239
0.189 0.279 -0.042

The total charge is +3. The expectation value of S² is 6.051. Its multiplicity is 5. The calculation puts the total energy at -2468.34259 hartree.

[3]
Below is C25H16Br3Cl2N4OPd as an isolated structure in a non-equilibrium geometry, with properties calculated with wB97M-V/def2-TZVPD.

Positions of all 52 atoms, in Å:
Pd -1.003 -0.022 -0.905
Br 1.885 5.686 -2.432
C 1.083 4.038 -2.121
C 1.799 2.858 -2.290
C 1.172 1.661 -2.015
N -0.099 1.606 -1.620
C -0.829 2.740 -1.512
C -0.255 3.972 -1.733
C -2.260 2.515 -1.215
C -3.222 3.498 -1.277
C -4.561 3.161 -1.083
Br -5.879 4.466 -1.157
C -4.885 1.829 -0.857
C -3.873 0.893 -0.817
N -2.589 1.220 -0.976
H 2.823 2.868 -2.633
H 1.685 0.715 -2.136
H -0.831 4.880 -1.622
H -2.950 4.520 -1.498
H -5.911 1.512 -0.731
H -4.116 -0.151 -0.673
C 2.829 -4.428 -2.554
C 1.534 -3.951 -1.968
C 0.576 -4.833 -1.473
C -0.620 -4.360 -0.944
C -0.772 -2.998 -0.960
Br -2.348 -2.131 -0.316
N 0.091 -2.117 -1.416
C 1.241 -2.592 -1.906
H 2.856 -5.513 -2.617
H 3.674 -4.105 -1.944
H 2.973 -4.028 -3.558
H 0.757 -5.900 -1.505
H -1.383 -5.020 -0.558
H 1.938 -1.858 -2.293
Cl 4.678 -0.605 1.152
C 3.384 -0.368 2.175
C 3.540 -0.278 3.523
C 2.413 -0.077 4.348
Cl 2.689 0.029 5.985
C 1.061 0.031 3.838
C -0.052 0.203 4.669
C -1.298 0.276 4.084
C -1.390 0.179 2.701
N -0.343 0.025 1.887
C 0.852 -0.048 2.452
C 2.020 -0.244 1.537
O 1.891 -0.296 0.343
H 4.519 -0.356 3.978
H 0.057 0.274 5.743
H -2.190 0.399 4.682
H -2.360 0.225 2.219

Force components x, y, z for each atom (eV/Å):
-0.687 -1.205 -0.792
-0.036 -0.060 0.008
-0.010 0.010 0.003
0.012 0.008 -0.035
0.092 -0.010 -0.124
-0.084 -0.161 0.307
-0.103 -0.022 -0.001
0.007 0.047 -0.061
0.107 -0.027 -0.102
-0.015 0.053 0.005
0.008 -0.004 -0.001
0.053 -0.050 0.002
-0.016 0.009 -0.022
-0.161 -0.057 0.049
0.572 0.372 0.161
0.004 0.009 0.010
0.012 0.025 0.112
0.006 0.005 -0.020
-0.014 0.006 0.019
-0.004 0.014 -0.003
0.043 0.041 0.012
0.019 -0.008 -0.017
-0.028 0.035 0.003
-0.002 -0.012 0.007
0.051 0.008 -0.055
-0.085 -0.029 -0.017
-0.020 0.157 0.181
0.181 0.726 0.302
0.005 0.090 -0.151
0.000 0.001 -0.002
0.000 0.001 -0.001
-0.001 0.001 -0.001
0.001 -0.001 0.001
-0.006 0.004 -0.007
0.030 -0.010 0.044
-0.051 0.006 0.027
0.191 -0.013 0.081
0.044 -0.007 -0.042
-0.055 0.013 0.079
-0.008 -0.008 -0.088
-0.044 0.012 0.057
0.061 0.008 -0.012
-0.030 -0.013 -0.045
-0.144 0.018 -0.015
0.277 -0.027 0.184
-0.102 -0.029 0.194
-0.170 0.021 -0.396
0.082 0.039 0.151
0.003 -0.002 -0.008
0.011 -0.010 0.001
0.002 0.009 0.001
-0.002 0.017 0.015

The total charge is +3. As for the energy above the lowest of the compared OMol25 structures with the same formula, charge and spin: 0.280 eV.

[4]
Below is a 2-piece molecular cluster, C27H29F2Si overall in a non-equilibrium geometry, with properties calculated with wB97M-V/def2-TZVPD.

Positions of all 59 atoms, in Å:
C 1.838 -4.575 0.890
Si 0.052 -4.059 0.617
C -0.563 -4.809 -0.983
C -1.033 -4.590 2.058
C -0.020 -2.141 0.530
C -0.434 -1.542 -0.802
C -1.723 -1.096 -0.931
C 0.537 -1.429 -1.905
C 1.920 -1.683 -1.732
C 2.802 -1.626 -2.813
C 2.345 -1.269 -4.085
C 0.985 -1.003 -4.273
C 0.096 -1.077 -3.200
H 2.252 -4.120 1.800
H 1.894 -5.668 1.000
H 2.473 -4.289 0.040
H -1.596 -4.501 -1.192
H 0.063 -4.504 -1.832
H -0.538 -5.907 -0.916
H -2.070 -4.257 1.913
H -1.040 -5.684 2.155
H -0.669 -4.168 3.006
H -0.770 -1.869 1.287
H 0.955 -1.769 0.881
H -2.159 -0.806 -1.886
H -2.385 -1.118 -0.069
H 2.311 -1.947 -0.748
H 3.855 -1.856 -2.660
H 3.036 -1.198 -4.928
H 0.601 -0.736 -5.257
H -0.965 -0.893 -3.372
F 1.837 4.776 4.818
C 2.229 3.786 3.949
C 3.430 3.124 4.211
C 3.837 2.135 3.301
C 3.064 1.828 2.189
C 1.826 2.485 1.940
C 1.016 2.114 0.819
C -0.167 2.756 0.446
C -1.174 2.214 -0.354
C -2.386 2.915 -0.661
C -2.477 4.324 -0.470
C -3.704 4.952 -0.632
F -3.781 6.307 -0.409
C -4.860 4.279 -1.024
C -4.760 2.902 -1.276
C -3.550 2.233 -1.115
C 1.423 3.502 2.855
H 4.021 3.375 5.088
H 4.774 1.606 3.472
H 3.394 1.069 1.474
H 1.358 1.263 0.223
H -0.313 3.769 0.833
H -1.069 1.193 -0.726
H -1.598 4.907 -0.198
H -5.798 4.814 -1.142
H -5.642 2.349 -1.603
H -3.471 1.162 -1.308
H 0.491 4.048 2.706

Force components x, y, z for each atom (eV/Å):
-0.005 -0.044 0.092
0.096 -0.112 -0.172
-0.094 -0.002 -0.036
0.059 0.020 -0.003
-0.004 0.270 -0.111
-1.581 0.572 0.777
1.226 -0.706 0.096
0.692 -0.116 -0.815
-0.549 -0.017 -0.065
-0.152 0.222 -0.167
-0.156 -0.043 0.173
-0.062 0.054 0.320
0.363 -0.186 0.036
-0.055 -0.125 -0.177
0.058 0.253 -0.012
-0.142 -0.082 0.172
0.193 -0.098 0.004
-0.118 -0.068 0.143
-0.025 0.253 -0.048
0.212 -0.080 0.028
-0.008 0.238 -0.002
-0.090 -0.101 -0.186
0.212 0.075 -0.162
-0.237 0.008 -0.098
0.146 0.101 0.281
0.007 -0.136 -0.154
-0.164 0.005 -0.307
-0.222 0.084 -0.018
-0.209 -0.096 0.309
0.162 -0.074 0.215
0.419 -0.067 -0.070
0.344 -1.079 -0.950
-0.474 0.766 0.404
-0.301 -0.346 -0.718
-0.027 0.178 0.154
-0.425 -0.075 -0.323
0.625 0.530 0.653
-0.439 -0.109 -0.226
0.087 0.372 -0.074
0.688 0.213 0.018
-0.889 0.791 -0.172
-0.387 -0.221 0.149
0.301 0.951 0.087
0.121 -1.467 -0.259
0.468 -0.542 -0.007
0.080 0.159 0.016
0.552 -0.019 0.191
0.261 -0.168 0.003
-0.142 -0.004 -0.150
-0.269 0.156 -0.066
-0.056 0.205 0.320
-0.219 -0.062 0.261
-0.124 -0.553 0.097
-0.005 0.042 0.133
-0.394 -0.025 -0.061
0.200 -0.052 0.044
0.279 0.189 0.104
-0.141 0.285 0.082
0.313 -0.115 0.250

The total charge is +1. As for the energy above the lowest of the compared OMol25 structures with the same formula, charge and spin: 0.000 eV.

[5]
Below is one molecule with the formula C2H7N5 in a non-equilibrium geometry, with properties calculated with wB97M-V/def2-TZVPD.

Positions of all 14 atoms, in Å:
C -0.630 -0.731 1.784
N -0.569 -1.499 0.583
N -0.189 0.563 -2.262
C -0.252 -1.049 -0.539
N 0.918 1.133 -0.352
N 0.134 0.254 -0.930
N 1.506 0.807 0.722
H 0.455 1.275 -2.596
H -1.139 0.927 -2.324
H 2.072 1.605 1.022
H -0.341 -1.701 -1.401
H -0.796 -1.418 2.612
H -1.459 -0.019 1.738
H 0.291 -0.150 1.943

Force components x, y, z for each atom (eV/Å):
0.085 0.222 0.472
0.072 -0.372 -0.068
-0.190 0.025 -0.339
0.080 -0.391 -0.063
1.205 0.831 1.387
-0.333 0.028 -0.225
-0.511 -0.239 -1.123
-0.062 -0.200 0.169
0.235 0.045 0.187
-0.215 0.054 -0.418
0.106 0.077 -0.179
-0.094 0.141 0.077
-0.061 0.021 0.015
-0.316 -0.244 0.109

The total charge is 0. The SMILES is [H]/N=N/N(N)/C=N\C. As for the energy above the lowest of the compared OMol25 structures with the same formula, charge and spin: 3.433 eV.

[6]
Below is one molecule with the formula H3OPS in a non-equilibrium geometry, with properties calculated with wB97M-V/def2-TZVPD.

Positions of all 6 atoms, in Å:
O 0.713 1.153 0.043
P -0.421 -0.306 0.097
S -2.245 0.228 0.078
H 1.506 0.721 -0.080
H 0.338 -1.069 1.014
H 0.110 -0.727 -1.152

Force components x, y, z for each atom (eV/Å):
-4.646 0.766 0.752
5.719 -1.816 -0.787
-3.390 1.805 0.267
3.169 -1.506 -0.483
-0.521 0.556 0.539
-0.330 0.197 -0.288

The total charge is 0. The expectation value of S² is 2.006. Its multiplicity is 3. As for the energy above the lowest of the compared OMol25 structures with the same formula, charge and spin: 1.549 eV.

Q: Which formula does entry 1 have?
A: C31H34AsN7O5RbS